[1]
Computed, not measured: 3 unconnected molecules or ions with the total composition C4H13NO2, with the ωB97M-V functional and the def2-TZVPD basis.

Last column: natural (NBO) charge in e.
Positions of all 20 atoms, in Å:
C1 0.51 0.66 -0.29  -0.534
C2 1.44 0.10 0.48  0.209
N1 1.80 0.59 1.74  -0.816
C3 2.08 -1.25 0.20  -0.449
C4 1.82 -1.80 -1.20  -0.609
H1 0.20 0.25 -1.24  0.202
H2 0.08 1.65 -0.13  0.189
H3 2.25 -0.12 2.30  0.365
H4 1.09 1.02 2.32  0.381
H5 1.62 -1.90 0.94  0.211
H6 3.16 -1.24 0.32  0.217
H7 0.78 -1.77 -1.53  0.209
H8 2.38 -1.25 -1.95  0.210
H9 2.00 -2.87 -1.30  0.214
O1 -3.19 1.74 -1.43  -0.952
H10 -2.97 2.21 -2.25  0.478
H11 -2.44 1.95 -0.84  0.475
O2 -4.00 0.85 1.56  -0.953
H12 -4.74 0.23 1.68  0.471
H13 -3.87 0.95 0.62  0.481

Values from the calculation:
Total charge = 0
Gap between HOMO and LUMO = 9.04 eV
Structure (SMILES) = C=C(N)CC.O.O



[2]
Computed, not measured: C5H7NO in the gas phase, with the ωB97M-V functional and the def2-TZVPD basis.

Last column: natural (NBO) charge in e.
Positions of all 14 atoms, in Å:
C1 -1.66 0.01 0.60  -0.404
N1 -0.65 0.02 -0.47  -0.403
C2 -0.09 -1.26 -0.61  -0.072
C3 1.25 -1.20 -0.39  -0.266
C4 1.59 0.19 -0.15  -0.403
C5 0.42 0.88 -0.24  0.463
O1 0.14 2.20 -0.14  -0.665
H1 -2.24 0.94 0.64  0.212
H2 -1.14 -0.13 1.56  0.190
H3 -2.33 -0.84 0.43  0.207
H4 -0.75 -2.09 -0.82  0.209
H5 1.92 -2.04 -0.38  0.223
H6 2.57 0.59 0.05  0.219
H7 0.98 2.68 -0.08  0.489

Values from the calculation:
Total charge = 0
Gap between HOMO and LUMO = 8.72 eV
Structure (SMILES) = Cn1cccc1O



[3]
Computed, not measured: 2 unconnected molecules or ions with the total composition C7H9O3S, with the ωB97M-V functional and the def2-TZVPD basis.

Last column: natural (NBO) charge in e.
Positions of all 20 atoms, in Å:
C1 0.43 0.53 1.87  -0.150
C2 -0.27 1.67 1.94  -0.280
C3 -1.75 1.25 -0.06  -0.432
C4 0.48 -0.02 0.47  -0.302
C5 -0.28 1.03 -0.33  -0.260
C6 -0.74 2.09 0.63  0.024
C7 1.90 -0.24 -0.05  -0.601
O1 -1.82 -2.28 -2.75  -0.987
O2 0.66 -2.34 -2.75  -0.995
O3 -0.61 -3.21 -0.80  -0.996
S1 -0.58 -2.29 -1.95  2.015
H1 0.88 0.00 2.70  0.198
H2 -0.47 2.23 2.84  0.203
H3 -2.32 1.68 -0.87  0.219
H4 -2.31 0.51 0.51  0.212
H5 -0.03 -0.99 0.44  0.262
H6 0.07 1.25 -1.33  0.234
H7 2.43 0.72 -0.10  0.189
H8 1.87 -0.68 -1.04  0.247
H9 2.45 -0.91 0.61  0.201

Values from the calculation:
Total charge = -1
Gap between HOMO and LUMO (spin up / spin down) = 8.71 / 5.91 eV



[4]
Computed, not measured: 3 unconnected molecules or ions with the total composition C17H30BFN2O11, with the ωB97M-V functional and the def2-TZVPD basis.

Last column: natural (NBO) charge in e.
Positions of all 62 atoms, in Å:
C1 2.87 1.25 1.75  -0.640
C2 3.41 0.67 0.33  -0.232
N1 2.28 -0.01 -0.35  -0.490
C3 1.32 0.99 -0.93  -0.238
C4 0.01 1.22 0.00  -0.247
N2 -1.17 0.77 -0.80  -0.482
C5 -2.47 1.02 -0.10  -0.637
B1 -2.93 2.57 -0.03  1.215
O1 -2.14 3.69 -0.50  -0.943
O2 -4.22 2.87 0.57  -0.931
C6 -1.10 -0.71 -0.93  0.920
O3 -1.44 -1.24 -1.99  -0.532
O4 -0.61 -1.56 0.10  -0.555
C7 -1.65 -2.40 0.65  -0.104
C8 -1.59 -3.83 -0.07  0.183
C9 -0.62 -4.86 0.65  -0.666
F1 -2.91 -4.39 -0.16  -0.379
C10 2.70 -0.99 -1.34  0.709
C11 4.20 -1.35 -1.72  -0.759
O5 1.79 -1.65 -1.91  -0.605
H1 2.01 0.61 2.15  0.217
H2 3.71 1.13 2.50  0.219
H3 2.61 2.36 1.70  0.205
H4 3.83 1.55 -0.27  0.175
H5 4.28 -0.01 0.60  0.239
H6 1.87 2.00 -1.02  0.193
H7 0.97 0.73 -1.97  0.254
H8 0.13 0.68 1.00  0.206
H9 0.01 2.34 0.24  0.195
H10 -3.28 0.45 -0.70  0.268
H11 -2.49 0.52 0.95  0.218
H12 -1.57 3.92 0.28  0.496
H13 -3.97 3.29 1.42  0.492
H14 -2.69 -1.97 0.50  0.200
H15 -1.53 -2.58 1.77  0.192
H16 -1.16 -3.65 -1.12  0.208
H17 -1.07 -5.27 1.63  0.211
H18 -0.47 -5.77 -0.03  0.229
H19 0.41 -4.45 0.91  0.218
H20 4.23 -2.02 -2.65  0.250
H21 4.87 -0.44 -1.81  0.219
H22 4.60 -2.01 -0.86  0.290
O6 4.37 -2.49 0.92  -0.599
C12 3.95 -3.40 1.58  0.986
O7 3.55 -3.29 2.87  -0.480
C13 2.91 -4.51 3.21  -0.102
C14 3.50 -5.49 2.24  -0.102
O8 3.81 -4.67 1.12  -0.476
H23 3.11 -4.78 4.25  0.207
H24 1.83 -4.40 3.08  0.187
H25 4.42 -5.94 2.61  0.188
H26 2.80 -6.28 1.97  0.209
O9 -5.24 8.49 -3.39  -0.573
C15 -4.92 7.46 -2.88  0.962
O10 -5.24 6.22 -3.35  -0.486
C16 -4.50 5.27 -2.60  -0.101
C17 -4.22 6.00 -1.32  -0.109
O11 -4.19 7.36 -1.73  -0.489
H27 -5.08 4.36 -2.44  0.204
H28 -3.59 5.02 -3.15  0.187
H29 -5.01 5.87 -0.58  0.180
H30 -3.27 5.71 -0.88  0.220

Values from the calculation:
Total charge = 0
Gap between HOMO and LUMO = 8.98 eV
Structure (SMILES) = CCN(CCN(CB(O)O)C(=O)OC[C@@H](C)F)C(C)=O.O=C1OCCO1.O=C1OCCO1



[5]
Computed, not measured: C5H2F4O2 in the gas phase, with the ωB97M-V functional and the def2-TZVPD basis.

Last column: natural (NBO) charge in e.
Positions of all 13 atoms, in Å:
O1 0.00 -1.93 1.48  -0.645
C1 -0.15 -1.08 0.47  0.569
F1 -1.21 -1.47 -0.41  -0.343
C2 1.05 -0.30 -0.13  0.516
F2 2.17 -0.20 0.75  -0.312
O2 1.21 0.18 -1.45  -0.441
C3 0.10 1.14 -1.52  0.090
C4 -0.71 1.14 -0.43  0.283
F3 -1.77 2.06 -0.35  -0.308
C5 -0.06 0.36 0.64  0.150
F4 0.36 0.79 1.82  -0.274
H1 -0.87 -2.34 1.54  0.502
H2 -0.11 1.63 -2.40  0.213

Values from the calculation:
Total charge = 0
Gap between HOMO and LUMO = 10.50 eV
Structure (SMILES) = O[C@]1(F)[C@@]2(F)OC=C(F)[C@@]12F



We obtain ΔE to the lowest compared entry with this formula, charge and spin values of 20.45, 26.53, 74.45, 78.18, 48.53 kcal/mol for the records listed above, in that order.
We obtain total energy values of -9943.3097, -8835.0524, -24380.2702, -47010.9959, -20177.7586 eV for the records listed above, in that order.